Run 1
DFT (ωB97M-V with the def2-TZVPD basis set) results for a cluster of 2 separate species, C3H4O3 in total.

The value obtained for the HOMO-LUMO gap is 8.74 eV. The value obtained for the HOMO energy is -9.57 eV.

Atoms and positions in Å:
C1 -0.97145 0.44179 -0.02436
C2 0.43847 0.57819 0.01623
C3 -0.12567 -0.65180 -0.60012
O1 -2.01948 0.81052 0.38446
O2 1.54323 1.29764 -0.34632
O3 0.00803 -1.91319 -0.01308
H1 0.39888 -0.10165 1.68016
H2 -0.09773 -0.88647 -1.60590
H3 1.29130 2.21586 -0.27233
H4 -0.46559 -1.79089 0.78125

***

Run 2
DFT (ωB97M-V with the def2-TZVPD basis set) results for a cluster of 3 separate species, C3H4O3 in total.

The value obtained for the HOMO-LUMO gap is 10.97 eV. The value obtained for the HOMO energy is -10.35 eV.

Atoms and positions in Å:
O1 2.65574 -0.07541 -0.39278
C1 1.52366 -0.04346 -0.31029
O2 0.69291 2.63765 -0.06662
C2 -0.47965 2.36317 -0.05111
C3 -0.58320 -2.33294 0.22758
O3 0.56926 -2.66375 0.11486
H1 -1.25662 3.13299 0.11773
H2 -0.83827 1.32601 -0.20275
H3 -0.88548 -1.26735 0.25244
H4 -1.39835 -3.07691 0.31095

***

Run 3
DFT (ωB97M-V with the def2-TZVPD basis set) results for a cluster of 2 separate species, C3H4O3 in total.

The value obtained for the HOMO-LUMO gap is 9.39 eV. The value obtained for the HOMO energy is -9.61 eV.

Atoms and positions in Å:
O1 1.98940 -1.20289 -0.40960
C1 0.95454 -0.70168 -0.09570
C2 0.68035 0.53173 0.77336
O2 -0.63613 0.58871 0.88846
C3 -1.26782 -0.35056 0.00284
O3 -0.27251 -1.24105 -0.40486
H1 0.99868 1.50530 -0.67344
H2 1.21556 1.58978 0.16427
H3 -1.67000 0.20070 -0.85643
H4 -2.04857 -0.87331 0.55560

***

Which is the most stable structure? run 2 is the most stable.

***

Run 1
DFT (ωB97M-V with the def2-TZVPD basis set) results for a structure of composition C3H4O3.

The value obtained for the HOMO-LUMO gap (alpha / beta) is 8.55 / 7.86 eV. The value obtained for the HOMO energy (alpha / beta) is -9.43 / -8.45 eV.

Atoms and positions in Å:
O1 1.22986 -0.60754 -1.09096
C1 0.62286 -0.09188 1.04324
C2 -0.67200 0.26371 0.56816
O2 -0.78756 0.94670 1.62506
C3 -1.22311 -0.00764 -0.67874
O3 -0.58785 -0.93479 -1.30244
H1 1.30075 0.24746 -1.55400
H2 0.76570 -0.99327 1.63473
H3 1.41137 0.64048 1.02366
H4 -1.94128 0.67413 -1.14133

***

Run 2
DFT (ωB97M-V with the def2-TZVPD basis set) results for an isolated molecule of C3H4O3.

As for the SMILES: C=COC(=O)O. The value obtained for the HOMO-LUMO gap is 10.47 eV. The value obtained for the HOMO energy is -9.78 eV.

Atoms and positions in Å:
C1 1.12576 -1.17143 0.12371
C2 1.24952 0.12243 -0.13246
O1 0.21965 1.03305 -0.26747
C3 -1.01663 0.71218 0.16550
O2 -1.30805 0.24282 1.23266
O3 -1.88180 1.03935 -0.79771
H1 2.01075 -1.79654 0.11574
H2 0.17192 -1.63620 0.35224
H3 2.19072 0.62090 -0.34135
H4 -2.76184 0.83345 -0.45087

***

Run 3
DFT (ωB97M-V with the def2-TZVPD basis set) results for a structure of composition C3H4O3.

The value obtained for the HOMO-LUMO gap is 10.91 eV. The value obtained for the HOMO energy is -10.44 eV.

Atoms and positions in Å:
O1 0.47810 0.95035 1.43786
C1 -0.05963 0.49211 0.24274
C2 0.68234 -0.28069 -0.90814
O2 -0.52845 -1.06675 -1.07872
C3 -0.86953 -0.78816 0.23019
O3 -1.40995 -1.49275 1.02162
H1 -0.12748 1.62561 1.78083
H2 -0.59719 1.28411 -0.28925
H3 1.47374 -0.97342 -0.60798
H4 0.96061 0.26929 -1.81112

***

Run 4
DFT (ωB97M-V with the def2-TZVPD basis set) results for an isolated molecule of C3H4O3.

As for the SMILES: C=C(C=O)OO. The value obtained for the HOMO-LUMO gap is 9.80 eV. The value obtained for the HOMO energy is -9.54 eV.

Atoms and positions in Å:
C1 0.69782 -0.91999 0.47943
C2 -0.15712 -0.05213 -0.05212
C3 -1.60335 -0.37725 -0.23521
O1 -2.01170 -1.50641 -0.37373
O2 0.11930 1.25468 -0.35111
O3 1.48672 1.50458 -0.02104
H1 0.38063 -1.94321 0.62322
H2 1.67844 -0.60110 0.79929
H3 -2.29300 0.48673 -0.16245
H4 1.70226 2.15408 -0.70627

***

Which is the most stable structure? run 2 is the most stable.

***

Run 1
DFT (ωB97M-V with the def2-TZVPD basis set) results for an isolated molecule of C5H12O.

As for the SMILES: CC(C)CCO. The value obtained for the HOMO-LUMO gap is 11.23 eV. The value obtained for the HOMO energy is -10.22 eV.

Atoms and positions in Å:
C1 -1.22242 0.74209 -1.01366
C2 -0.59930 -0.36815 -0.16441
C3 -1.66326 -1.04206 0.70134
C4 0.55127 0.17761 0.69079
C5 1.82545 0.47992 -0.10539
O1 2.82194 -0.44334 0.30487
H1 -0.47035 1.27234 -1.61063
H2 -1.71384 1.48200 -0.36792
H3 -1.97703 0.34730 -1.70333
H4 -0.17741 -1.12893 -0.83832
H5 -2.12060 -0.32065 1.39112
H6 -1.23071 -1.85166 1.30002
H7 -2.46400 -1.46727 0.08508
H8 0.20582 1.07355 1.22468
H9 0.83159 -0.55644 1.45521
H10 2.16187 1.51447 0.06148
H11 1.62920 0.37392 -1.18544
H12 3.61178 -0.28468 -0.22551

***

Run 2
DFT (ωB97M-V with the def2-TZVPD basis set) results for an isolated molecule of C5H12O.

As for the SMILES: CC[C@@H](C)OC. The value obtained for the HOMO-LUMO gap is 10.84 eV. The value obtained for the HOMO energy is -9.67 eV.

Atoms and positions in Å:
C1 1.72164 1.03246 -0.73238
C2 1.32672 -0.37233 -0.29830
C3 -0.17609 -0.46420 -0.07899
C4 -0.64505 -1.84905 0.35299
O1 -0.51159 0.49026 0.92184
C5 -1.67773 1.21760 0.64357
H1 1.21810 1.30251 -1.66650
H2 1.41818 1.74770 0.03496
H3 2.79631 1.14244 -0.89371
H4 1.82849 -0.62179 0.64393
H5 1.62498 -1.11386 -1.04952
H6 -0.67241 -0.20290 -1.03043
H7 -0.36366 -2.60475 -0.39040
H8 -1.73549 -1.88482 0.47732
H9 -0.18102 -2.10380 1.31238
H10 -1.85361 1.88958 1.48612
H11 -1.55423 1.82242 -0.26763
H12 -2.56352 0.57253 0.53476

***

Which is the most stable structure? run 1 is the most stable.

***

Run 1
DFT (ωB97M-V with the def2-TZVPD basis set) results for an isolated molecule of C5H7N3O2.

As for the SMILES: C=C1C=N[C@@H]([N+](=O)[O-])N1C. The value obtained for the HOMO-LUMO gap is 8.59 eV. The value obtained for the HOMO energy is -8.66 eV.

Atoms and positions in Å:
C1 -1.00422 -0.55321 -1.00449
C2 0.13904 -0.81045 -0.26342
C3 0.87391 -2.07387 -0.08497
N1 1.98147 -1.93650 0.52891
C4 2.27174 -0.56140 0.76202
N2 2.90333 0.05572 -0.35173
O1 3.07574 -0.46397 -1.41268
O2 3.26907 1.21574 -0.17497
N3 0.82408 0.19463 0.48137
C5 0.46629 1.54899 0.42471
H1 -1.33104 0.54965 -1.13827
H2 -1.52227 -1.43960 -1.38417
H3 0.53065 -3.03677 -0.52825
H4 2.71363 -0.30500 1.65141
H5 0.62836 2.04352 1.44726
H6 0.87733 2.03661 -0.40377
H7 -0.72477 1.49666 0.35225

***

Run 2
DFT (ωB97M-V with the def2-TZVPD basis set) results for an isolated molecule of C5H7N3O2.

As for the SMILES: N[C@@]1([N+](=O)[O-])C=CC=NC1. The value obtained for the HOMO-LUMO gap (alpha / beta) is 9.07 / 9.08 eV. The value obtained for the HOMO energy (alpha / beta) is -9.32 / -9.32 eV.

Atoms and positions in Å:
N1 -1.09342 -1.68980 -0.13706
C1 -0.59329 -0.40676 0.08123
N2 -1.68149 0.65322 0.15173
O1 -1.33107 1.74476 0.44928
O2 -2.77057 0.29476 -0.16611
C2 0.32799 -0.35482 1.23312
C3 1.49375 0.44333 1.20791
C4 1.97737 0.96413 -0.08060
N3 1.52530 0.73389 -1.23128
C5 0.30130 0.13737 -1.42929
H1 -1.69749 -1.60228 -0.94022
H2 -1.62128 -2.14525 0.64222
H3 0.16333 -0.97998 2.07863
H4 2.03067 0.74043 2.09662
H5 3.07026 1.40134 -0.07409
H6 0.38035 -0.73211 -2.02469
H7 -0.48170 0.79777 -1.85740

***

Which is the most stable structure? run 2 is the most stable.

***

Run 1
DFT (ωB97M-V with the def2-TZVPD basis set) results for an isolated molecule of C2H7N3.

As for the SMILES: [H]/N=C/N(C)N. The value obtained for the HOMO-LUMO gap is 9.57 eV. The value obtained for the HOMO energy is -8.73 eV.

Atoms and positions in Å:
H1 -2.56680 -1.34889 1.25840
N1 -1.66525 -1.40434 0.73894
C1 -1.18028 -0.25713 0.45178
N2 0.00318 -0.08529 -0.25983
C2 0.72272 1.16852 -0.13296
N3 0.76623 -1.18079 -0.64522
H2 -1.67519 0.71402 0.66255
H3 0.11930 2.06203 0.04288
H4 1.25073 1.30381 -1.05335
H5 1.51775 1.22251 0.65053
H6 1.67271 -1.18988 -0.04311
H7 1.03490 -1.00458 -1.67061

***

Run 2
DFT (ωB97M-V with the def2-TZVPD basis set) results for an isolated molecule of C2H7N3.

As for the SMILES: C/N=C\NN. The value obtained for the HOMO-LUMO gap is 10.30 eV. The value obtained for the HOMO energy is -9.55 eV.

Atoms and positions in Å:
C1 -0.66278 1.40877 0.26938
N1 -1.55488 0.42264 -0.35760
C2 -0.95415 -0.78837 -0.27616
N2 0.34250 -1.21035 0.42852
N3 1.60336 -0.79150 -0.05647
H1 0.32048 1.41131 -0.45880
H2 -0.35626 1.09184 1.32349
H3 -0.91773 2.58116 0.13067
H4 -1.61105 -1.54569 -0.80864
H5 0.28592 -2.14004 0.08964
H6 1.57281 -0.40836 -0.90367
H7 1.93180 -0.03141 0.61964

***

Which is the most stable structure? run 1 is the most stable.

***

Run 1
DFT (ωB97M-V with the def2-TZVPD basis set) results for a cluster of 2 separate species, C2H7N3 in total.

As for the SMILES: [H]/N=C\N.C=N. The value obtained for the HOMO-LUMO gap is 9.36 eV. The value obtained for the HOMO energy is -8.37 eV.

Atoms and positions in Å:
H1 -1.27393 -3.80172 -1.77093
N1 -2.01236 -3.51334 -1.12869
C1 -1.53434 -3.15666 0.02663
N2 -0.77367 -3.97118 0.79863
H2 -1.90179 -2.18256 0.35544
H3 -0.63685 -4.90876 0.46082
H4 -0.79649 -3.87840 1.80284
C2 1.50377 4.88898 0.11732
N3 2.70862 5.12024 -0.18036
H5 1.21299 3.88703 0.42772
H6 0.73173 5.63880 -0.04929
H7 2.77230 5.87757 -0.86013

***

Run 2
DFT (ωB97M-V with the def2-TZVPD basis set) results for an isolated molecule of C2H7N3.

As for the SMILES: [H]/N=C(/N)CN. The value obtained for the HOMO-LUMO gap is 10.40 eV. The value obtained for the HOMO energy is -9.48 eV.

Atoms and positions in Å:
H1 -1.58436 0.76965 1.17129
N1 -0.64541 1.15089 1.08957
C1 0.15130 0.49998 0.39289
N2 1.54024 1.08911 -0.04650
C2 0.17221 -0.63452 -0.53853
N3 -1.25877 -1.33643 -0.45537
H2 2.33081 0.51038 0.19779
H3 1.62881 2.03955 0.28600
H4 0.87230 -1.40952 -0.23067
H5 0.26077 -0.35036 -1.58488
H6 -1.47978 -1.62406 0.49463
H7 -1.98812 -0.70469 -0.77621

***

Run 3
DFT (ωB97M-V with the def2-TZVPD basis set) results for an isolated molecule of C2H7N3.

As for the SMILES: [H]/N=C/NNC. The value obtained for the HOMO-LUMO gap is 10.03 eV. The value obtained for the HOMO energy is -9.04 eV.

Atoms and positions in Å:
H1 3.00704 0.72103 0.19661
N1 2.29354 -0.04647 0.03219
C1 1.05886 0.44680 -0.09385
N2 0.10173 -0.49896 -0.32855
N3 -0.99927 -0.44212 0.46966
C2 -2.11780 0.31692 -0.17036
H2 0.68508 1.51296 0.20701
H3 0.62614 -1.43107 -0.36509
H4 -0.67792 -0.02667 1.40476
H5 -3.12174 0.23976 0.30192
H6 -2.09511 -0.15848 -1.16589
H7 -1.84182 1.47297 -0.20717

***

Which is the most stable structure? run 2 is the most stable.